84
Properties=species:S:1:pos:R:3:mulliken_charge:R:1 method="wB97M-V/def2-TZVPD" orbital_gap_ha="0.27351 / 0.32939" total_charge=-1 spin_multiplicity=4 energy_ha=-4877.07075 e_above_lowest_kcal_mol=0.00
V -1.07 -0.39 -1.02 0.0409
Cl -3.66 -0.23 -0.01 -0.2297
C -3.56 -1.65 1.02 0.7960
C -4.67 -2.47 1.09 -0.4612
C -4.62 -3.59 1.89 -0.6366
C -3.47 -3.88 2.62 -0.7444
C -2.37 -3.04 2.54 -0.5585
C -2.39 -1.91 1.73 0.4410
P -0.98 -0.75 1.48 1.0790
C 0.46 -1.68 2.06 0.1959
C 1.39 -1.14 2.94 -0.6486
C 2.55 -1.84 3.24 -0.5876
C 2.79 -3.07 2.65 -0.5776
C 1.88 -3.60 1.75 -0.7092
C 0.73 -2.90 1.44 -0.4924
C -1.41 0.45 2.79 0.8789
C -1.47 0.07 4.13 -0.4132
C -1.85 0.97 5.11 -0.7730
C -2.20 2.27 4.75 -0.6313
C -2.15 2.65 3.42 -0.6449
C -1.76 1.75 2.44 -0.0435
H -5.54 -2.24 0.49 0.4721
H -5.47 -4.26 1.94 0.3654
H -3.43 -4.76 3.24 0.4098
H -1.47 -3.28 3.08 0.3706
H 1.23 -0.15 3.36 0.2380
H 3.28 -1.41 3.92 0.4186
H 3.70 -3.61 2.88 0.3777
H 2.08 -4.54 1.26 0.4490
H 0.03 -3.29 0.70 0.3294
H -1.21 -0.95 4.41 0.3634
H -1.89 0.67 6.14 0.4101
H -2.50 2.98 5.51 0.3901
H -2.42 3.66 3.13 0.3964
H -1.71 2.05 1.40 0.2096
O -2.86 -4.23 -2.10 -0.7611
S -2.20 -2.98 -2.36 1.4462
O -2.97 -1.97 -3.03 -0.7043
O -1.56 -2.45 -1.12 -0.1699
C -0.80 -3.40 -3.42 -0.6744
C -0.89 -4.65 -4.01 -0.6543
C 0.10 -5.12 -4.86 -0.5680
C 1.21 -4.34 -5.12 -0.6232
C 1.31 -3.09 -4.53 -0.6569
C 0.32 -2.60 -3.69 0.0685
S 0.63 -0.95 -3.04 1.7372
O 0.87 -1.10 -1.58 -0.2144
O 1.74 -0.45 -3.79 -0.7029
O -0.64 -0.22 -3.18 -0.6239
H -1.75 -5.26 -3.79 0.5486
H 0.01 -6.11 -5.31 0.3761
H 2.00 -4.69 -5.77 0.3836
H 2.17 -2.45 -4.73 0.5249
C 0.40 5.94 -0.17 -1.7776
C -0.16 4.59 -0.62 1.8478
C 0.14 4.36 -2.09 -1.4115
C -1.66 4.52 -0.35 -1.2957
O 0.51 3.63 0.23 -0.4248
P 0.64 2.06 -0.07 1.4506
O -0.64 1.62 -0.76 -0.8716
O 1.03 1.40 1.20 -0.9435
O 1.77 1.95 -1.20 0.3745
C 3.20 1.86 -0.96 1.7197
C 3.65 2.96 -0.01 -1.5618
C 3.54 0.48 -0.41 -1.2663
C 3.80 2.06 -2.34 -1.5738
H -0.07 6.75 -0.72 0.3920
H 1.48 5.97 -0.34 0.3709
H 0.22 6.08 0.90 0.3508
H -0.34 5.14 -2.68 0.5734
H -0.23 3.39 -2.42 0.1942
H 1.21 4.39 -2.28 0.1611
H -2.18 5.30 -0.91 0.5377
H -1.85 4.67 0.72 0.1051
H -2.05 3.55 -0.65 0.1305
H 3.19 2.83 0.98 0.2273
H 3.37 3.95 -0.39 0.2084
H 4.73 2.93 0.10 0.5315
H 3.06 0.33 0.55 0.1876
H 4.62 0.40 -0.30 0.5275
H 3.19 -0.28 -1.10 0.1143
H 3.56 3.05 -2.73 0.3401
H 3.41 1.30 -3.02 0.1803
H 4.89 1.96 -2.29 0.3891

89
Properties=species:S:1:pos:R:3:mulliken_charge:R:1 method="wB97M-V/def2-TZVPD" orbital_gap_ha="0.18679 / 0.26005" total_charge=+3 spin_multiplicity=2 energy_ha=-3493.61978 e_above_lowest_kcal_mol=30.93
Re -2.13 -1.81 -0.69 0.9295
N -3.84 -1.52 3.20 0.1092
C -2.72 -1.73 2.51 -0.2653
N -3.04 -1.80 1.23 0.0027
C -4.39 -1.62 1.21 0.3989
N -4.91 -1.45 2.39 -0.6931
C -5.07 -1.71 -0.08 0.3585
C -6.45 -1.69 -0.23 -0.5901
N -7.03 -1.91 -1.40 -0.4827
C -6.22 -2.20 -2.42 -0.6801
C -4.85 -2.20 -2.29 -0.2705
N -4.25 -1.93 -1.12 0.4929
H -3.96 -1.45 4.20 0.2119
H -1.73 -1.82 2.93 0.6450
H -7.09 -1.49 0.63 0.5113
H -6.69 -2.43 -3.37 0.4053
H -4.21 -2.46 -3.12 0.5865
C 2.38 4.67 0.60 -0.9567
C 1.13 4.37 1.42 -0.9956
N 0.70 2.96 1.29 0.2269
C -0.28 2.67 0.43 -0.1943
C -0.76 1.40 0.19 0.3185
C -1.91 1.28 -0.75 -0.0558
O -2.12 2.17 -1.55 -0.7085
O -2.66 0.21 -0.66 -0.3595
C -0.19 0.31 0.87 1.2903
O -0.54 -0.90 0.71 -1.3435
C 0.89 0.62 1.79 0.8868
C 1.55 -0.41 2.48 -0.6690
C 2.57 -0.14 3.33 0.0858
F 3.22 -1.16 3.90 -0.3363
C 3.01 1.19 3.59 -0.7138
C 2.37 2.20 2.89 -0.7492
C 1.33 1.93 1.99 -0.2866
N 4.05 1.48 4.46 0.2116
C 4.87 2.66 4.18 -0.5353
C 6.21 2.56 4.87 -1.1732
N 5.98 2.44 6.35 -0.0399
C 5.03 1.30 6.71 -0.9274
C 4.56 0.56 5.46 -0.6543
H 2.66 5.72 0.74 0.4013
H 2.19 4.51 -0.46 0.3359
H 3.22 4.05 0.90 0.2779
H 0.30 4.98 1.08 0.4385
H 1.26 4.58 2.48 0.4727
H -0.72 3.50 -0.10 0.5449
H 1.28 -1.45 2.30 0.7231
H 2.68 3.22 3.04 0.5022
H 4.37 3.59 4.50 0.3604
H 5.05 2.76 3.11 0.5107
H 6.81 3.45 4.70 0.4442
H 6.78 1.69 4.56 0.4180
H 5.60 3.32 6.70 0.3766
H 6.87 2.32 6.84 0.3878
H 4.19 1.75 7.24 0.3702
H 5.55 0.62 7.37 0.4394
H 3.77 -0.11 5.79 0.5146
H 5.36 -0.08 5.08 0.3640
S 0.21 -2.62 -1.14 -0.1222
C 0.08 -4.22 -1.66 0.2515
C 1.20 -4.84 -2.29 -0.0542
N 2.10 -5.35 -2.81 -0.3648
C -1.12 -4.90 -1.53 0.8896
S -2.47 -4.15 -0.84 -0.3569
C -1.24 -6.26 -1.96 -0.1796
N -1.34 -7.34 -2.34 -0.3261
C -2.21 -0.69 -6.04 -0.7967
N -1.05 -1.62 -5.62 0.1073
C 0.23 -0.76 -5.55 -0.7400
N 0.04 0.34 -4.67 0.1722
C -1.08 1.17 -5.11 -0.8529
N -2.32 0.41 -5.15 0.1955
C -2.80 0.04 -3.82 -1.3016
P -1.58 -1.04 -2.95 1.9664
C -1.33 -2.29 -4.30 -1.4068
C -0.05 -0.04 -3.27 -1.3956
H -3.11 -1.30 -6.05 0.3922
H -1.97 -0.36 -7.05 0.3582
H -0.92 -2.34 -6.33 0.3593
H 0.42 -0.43 -6.57 0.3785
H 1.03 -1.41 -5.21 0.3990
H -0.87 1.56 -6.11 0.3212
H -1.20 2.01 -4.42 0.4131
H -3.77 -0.45 -3.90 0.6100
H -2.94 0.94 -3.22 0.3694
H -2.21 -2.92 -4.42 0.2799
H -0.48 -2.94 -4.07 0.5645
H 0.83 -0.62 -2.97 0.6145
H -0.09 0.86 -2.65 0.3821